An isolated molecule of C7H12. Source: the OMol25 dataset; level of theory: ωB97M-V with the def2-TZVPD basis set.

Output
Energy above the lowest of the compared OMol25 structures with the same formula, charge and spin, kcal per mole: 49.9
LUMO energy, eV: 1.21
Energy, a.u.: -273.82903

Geometry (Å):
C 2.60128 0.11347 -0.68001
C 1.08622 -0.15782 -0.78177
C 0.23938 0.06234 0.45525
C -0.76913 1.22038 0.73446
C -1.86156 0.17185 0.92461
C -2.10227 -0.55755 -0.34027
C -0.87724 -0.94745 0.40698
H 3.13715 -0.33355 -1.52220
H 3.04724 -0.27892 0.24381
H 2.83638 1.19132 -0.69918
H 0.67883 0.37794 -1.64495
H 0.65885 -1.20314 -0.95804
H 0.80398 -0.12604 1.37878
H -0.90537 1.89442 -0.12017
H -0.55256 1.82028 1.62275
H -2.43937 0.05412 1.82990
H -2.87273 -1.31996 -0.27580
H -2.07696 -0.02814 -1.28961
H -0.70817 -1.96311 0.76081

These are the natural (NBO) partial charges, in e, on atoms 1 to 2: C -0.61; C -0.41

An isolated molecule of C22H28N2O5. Source: the OMol25 dataset; level of theory: ωB97M-V with the def2-TZVPD basis set.

Output
Energy above the lowest of the compared OMol25 structures with the same formula, charge and spin, kcal per mole: 25.5
LUMO energy, eV: 0.63
Energy, a.u.: -1340.88289

Geometry (Å):
C -0.90534 7.66372 -0.86410
H -1.87691 7.37283 -1.27729
O -0.60148 6.94066 0.30247
C -0.49358 5.58326 0.21711
C -0.65841 4.84090 -0.94705
C -0.52541 3.46461 -0.91165
C -0.22755 2.80333 0.27442
C -0.06205 3.54691 1.44116
C -0.19399 4.91781 1.40661
H -0.06858 5.50483 2.30233
H 0.16991 3.04416 2.36471
N -0.11452 1.40881 0.22830
C 0.24448 0.55687 1.20931
O 0.49828 0.84172 2.36002
C 0.29520 -0.90204 0.69144
N 1.33031 -1.06324 -0.31246
C 1.12121 -0.82827 -1.62508
O 0.13336 -0.25479 -2.04750
O 2.14672 -1.28292 -2.34829
C 2.20011 -1.06287 -3.78117
C 3.53337 -1.68344 -4.19806
H 4.35248 -1.18343 -3.68832
H 3.66907 -1.58522 -5.27079
H 3.55314 -2.73681 -3.93190
C 2.18601 0.43386 -4.08905
H 2.97530 0.93700 -3.53447
H 2.34760 0.58858 -5.15203
H 1.22984 0.86831 -3.81135
C 1.03638 -1.77821 -4.46635
H 1.12740 -1.67568 -5.54389
H 1.04481 -2.83560 -4.21025
H 0.09090 -1.34633 -4.14979
H 2.13205 -1.61696 -0.04818
H -0.67669 -1.12254 0.22871
C 0.58068 -1.86213 1.85444
O 0.96457 -3.14751 1.43187
C -0.06294 -3.90978 0.81958
C -1.25648 -4.13121 1.71435
C -1.06935 -4.64664 2.99158
C -2.14941 -4.84249 3.83210
C -3.42865 -4.52984 3.40225
C -3.62198 -4.01566 2.13198
C -2.53946 -3.81151 1.29333
H -2.69427 -3.40512 0.30338
H -4.61718 -3.76672 1.79415
H -4.27299 -4.68444 4.05749
H -1.99419 -5.24121 4.82370
H -0.06773 -4.88249 3.31988
H -0.38040 -3.44726 -0.12564
H 0.41450 -4.86775 0.58887
H 1.42631 -1.47684 2.42918
H -0.29717 -1.89782 2.51095
H -0.26301 0.99767 -0.69417
H -0.65461 2.89270 -1.81946
H -0.88995 5.31788 -1.88629
H -0.13264 7.53728 -1.62982
H -0.94278 8.70922 -0.56182

These are the natural (NBO) partial charges, in e, on atoms 1 to 2: C -0.25; H 0.17

An isolated molecule of C26H35N3O3. Source: the OMol25 dataset; level of theory: ωB97M-V with the def2-TZVPD basis set.

Output
Energy above the lowest of the compared OMol25 structures with the same formula, charge and spin, kcal per mole: 0.2
LUMO energy, eV: 0.69
Energy, a.u.: -1401.76110

Geometry (Å):
C 1.48846 5.02133 2.06708
C 1.84285 3.57127 1.95570
C 2.57617 2.92555 2.94167
C 2.89406 1.58402 2.82314
C 2.48411 0.85776 1.71359
C 1.74641 1.50204 0.72875
C 1.43667 2.84256 0.84307
H 0.87257 3.33083 0.06423
H 1.41314 0.94693 -0.13679
C 2.76178 -0.62026 1.62245
N 1.73685 -1.36445 2.33557
C 0.70917 -1.97872 1.71365
O 0.67989 -2.14099 0.50846
C -0.35403 -2.49847 2.68507
C -1.05784 -1.35051 3.44430
C -2.38412 -0.95194 2.78631
C -2.24345 -1.08588 1.27524
C -2.16717 -2.57335 0.91166
C -1.38514 -3.36846 1.96525
H -2.06748 -3.77300 2.71523
H -0.87876 -4.20822 1.48739
H -3.17753 -2.98421 0.83199
H -1.67516 -2.68898 -0.05360
C -3.35526 -0.37282 0.49451
N -3.02198 -0.31273 -0.91672
C -2.07299 0.57486 -1.29395
C -1.15397 0.69629 -2.34424
N -0.77550 -0.03341 -3.40473
C -1.16858 -1.41658 -3.56215
H -2.18132 -1.55493 -3.18054
C -0.16591 -2.33501 -2.86160
H -0.45875 -3.37733 -3.00020
C 1.24063 -2.10369 -3.42166
C 2.25279 -2.95077 -2.65663
H 3.26573 -2.73635 -2.98949
H 2.05615 -4.00967 -2.80853
H 2.17914 -2.74065 -1.59215
C 1.58832 -0.61554 -3.32187
H 2.55696 -0.42222 -3.78468
C 0.51832 0.24754 -3.99675
H 0.74365 1.30670 -3.87313
H 0.46252 0.01564 -5.06505
H 1.65491 -0.33520 -2.26840
H 1.25410 -2.39425 -4.47976
H -0.15080 -2.12238 -1.79042
H -1.18009 -1.63472 -4.63609
C -0.70986 2.01743 -1.86560
O 0.09040 2.84177 -2.25242
C -1.67222 1.86067 -0.71007
O -1.95877 2.47740 0.29422
H -3.01112 -1.21480 -1.37525
H -4.31164 -0.89019 0.60405
H -3.45825 0.65231 0.85387
H -1.30605 -0.59665 0.98807
H -2.62731 0.07652 3.05559
H -3.19694 -1.59144 3.13570
H -0.40756 -0.47305 3.47128
H -1.24279 -1.65541 4.47634
H 0.18247 -3.12224 3.41019
H 1.67751 -1.19647 3.32797
H 2.73059 -0.95951 0.58526
H 3.73650 -0.86373 2.05616
H 3.47086 1.09786 3.59898
H 2.90362 3.47523 3.81327
H 1.99557 5.59164 1.28947
H 0.41714 5.15418 1.92805
H 1.77360 5.42411 3.03612

These are the natural (NBO) partial charges, in e, on atoms 1 to 2: C -0.63; C 0.00

An isolated molecule of C13H20N4O2. Source: the OMol25 dataset; level of theory: ωB97M-V with the def2-TZVPD basis set.

Output
Energy above the lowest of the compared OMol25 structures with the same formula, charge and spin, kcal per mole: 86.1
LUMO energy, eV: 0.15
Energy, a.u.: -876.76968

Geometry (Å):
C -2.55811 -3.39092 -0.83980
C -2.42854 -2.77807 0.55622
N -2.62252 -1.35232 0.54845
C -1.72400 -0.42476 0.16074
C -0.39513 -0.75663 -0.12417
C 0.56756 0.18515 -0.48161
N 1.84125 -0.21048 -0.76085
C 2.82968 0.64027 -1.37036
H 3.37431 0.03332 -2.10382
C 3.80905 1.17763 -0.31758
N 3.98547 0.18830 0.73492
C 5.18330 0.42455 1.50378
H 5.22089 -0.27760 2.33503
H 5.14702 1.43627 1.90526
H 6.10419 0.31816 0.90769
C 3.87695 -1.15874 0.21546
H 4.15374 -1.86225 1.00276
C 2.41190 -1.40767 -0.17892
H 2.35389 -2.25200 -0.88020
H 1.84960 -1.65765 0.72270
H 4.55312 -1.33521 -0.63987
H 3.41477 2.08632 0.14773
H 4.76486 1.42915 -0.81024
H 2.35535 1.45453 -1.91420
C 0.16858 1.53945 -0.57657
C -1.12220 1.88981 -0.31760
C -2.09664 0.94709 0.04694
N -3.39467 1.42040 0.25968
O -3.61628 2.61528 0.11836
O -4.29246 0.62856 0.57432
H -1.43223 2.92189 -0.37827
H 0.87990 2.30971 -0.82020
H -0.11523 -1.79463 -0.08805
H -3.57396 -1.00358 0.64075
H -1.45051 -3.01846 0.98371
H -3.19177 -3.20296 1.21233
H -1.81103 -2.97246 -1.50992
H -3.54273 -3.17941 -1.24923
H -2.42400 -4.46821 -0.79113

These are the natural (NBO) partial charges, in e, on atoms 1 to 2: C -0.62; C -0.21

A cluster of 2 separate species, C5H7NO in total. Source: the OMol25 dataset; level of theory: ωB97M-V with the def2-TZVPD basis set.

Output
Energy above the lowest of the compared OMol25 structures with the same formula, charge and spin, kcal per mole: 118.1
LUMO energy, eV: 0.83
Energy, a.u.: -324.53632

Geometry (Å):
O 0.31669 -2.35789 -0.63500
C 2.41697 0.34750 0.13924
C 1.14066 0.56315 0.30230
C -0.15104 0.63750 0.45076
C -1.42606 1.34091 0.36895
C -1.39653 -0.12444 0.54619
N -2.12367 0.71876 1.48121
H 1.09474 -1.79738 -0.51230
H 3.09654 0.36428 0.98766
H 2.84945 0.16650 -0.84527
H -1.90645 1.92079 -0.40467
H -0.05910 -2.37114 0.24741
H -1.84511 -0.88574 -0.07845
H -1.58770 0.83879 2.33884

These are the natural (NBO) partial charges, in e, on atoms 1 to 2: O -0.94; C -0.47

A cluster of 10 separate species, C3H25NO10S2 in total. Source: the OMol25 dataset; level of theory: ωB97M-V with the def2-TZVPD basis set.

Output
Energy above the lowest of the compared OMol25 structures with the same formula, charge and spin, kcal per mole: 75.9
LUMO energy, eV: -0.12
Energy, a.u.: -1732.72728

Geometry (Å):
S -1.05073 -0.54164 4.07870
S -0.89651 -2.26525 3.28669
C -0.77062 -2.16712 1.52601
C -1.68409 -1.15104 0.64905
N -0.86615 -0.66178 -0.42429
C -1.10048 0.61372 -0.93932
O -0.67575 0.88442 -2.04012
H -2.02231 0.27533 3.71954
H 0.22787 -2.35568 1.24346
H -1.21556 -3.21740 1.08355
H -2.23363 -0.44386 1.23537
H -2.52849 -1.81114 0.36528
H -0.47411 -1.42688 -0.99785
H -1.49652 1.41510 -0.33401
H 1.80756 -2.44636 -4.15248
H 2.88346 -2.09659 -2.99690
O 1.99483 -2.51951 -3.18063
H -0.68835 2.57317 -3.74588
H 0.74539 2.57239 -4.28820
O -0.10760 3.04294 -4.22602
H -0.17229 -4.35316 -1.16003
H 1.09043 -3.74166 -1.69567
O 0.25467 -3.57070 -1.19949
H 1.56770 4.47524 0.95062
H 0.51996 4.46087 -0.14003
O 0.66251 4.10512 0.85163
H -1.93312 -2.59733 -2.90848
H -2.10676 -1.25217 -3.04447
O -2.65201 -1.95619 -2.64910
H 1.96277 2.50514 -1.81514
H 3.51473 3.00147 -1.78844
O 2.62716 3.06543 -2.16397
H 1.10074 2.41152 0.69384
H 0.95080 1.34331 -0.37605
O 1.62966 1.88654 0.03329
H 1.93425 -1.50177 3.82066
H 1.31444 -2.13974 2.57787
O 2.12456 -2.17762 3.09234
H 1.56579 4.52126 -2.03463
H -0.04202 4.54334 -2.15522
O 0.67665 4.87142 -1.56136

These are the natural (NBO) partial charges, in e, on atoms 1 to 2: S -0.16; S 0.15

A cluster of 2 separate species, C4H5N3O4 in total. Source: the OMol25 dataset; level of theory: ωB97M-V with the def2-TZVPD basis set.

Output
Energy above the lowest of the compared OMol25 structures with the same formula, charge and spin, kcal per mole: 101.5
LUMO energy, eV: 0.31
Energy, a.u.: -620.53780

Geometry (Å):
C -1.68088 -0.69557 -0.93776
C 0.74230 1.97351 -0.36339
C -1.30890 -0.33969 0.59312
C 0.17001 -0.57480 0.58709
N 0.44980 1.68355 -1.51472
N 1.01976 -0.73335 1.68839
N 0.63965 -0.94936 -0.55925
O -0.60877 -1.15459 -1.53465
O -2.70354 -0.63406 -1.50270
O 0.72280 2.06493 0.79803
O 1.73817 -1.04493 -1.09174
H -1.51121 0.62790 0.97278
H -1.76446 -1.08987 1.19185
H 1.09735 1.79161 -2.25518
H 0.90323 -0.02495 2.41734
H 2.09470 -0.90034 1.51078

These are the natural (NBO) partial charges, in e, on atoms 1 to 2: C 0.80; C 0.86

The ion C5H8N with charge +1. Source: the OMol25 dataset; level of theory: ωB97M-V with the def2-TZVPD basis set.

Output
<S²>: 2.018
Charge: +1
Energy above the lowest of the compared OMol25 structures with the same formula, charge and spin, kcal per mole: 83.6
Spin multiplicity: 3
LUMO energy (spin up / spin down), eV: -5.04 / -7.31
Energy, a.u.: -249.56290

Geometry (Å):
C -1.39002 -1.18817 0.86188
C 0.75707 -0.29058 0.05370
C -1.16511 0.85816 -0.58620
C -1.89631 -0.16519 0.39476
C 2.17531 -0.46746 0.10085
N 0.21562 0.77311 -0.44622
H -0.97380 -2.10636 1.29146
H -1.58782 0.61434 -1.51705
H -1.66066 1.87114 -0.24261
H -2.97401 0.09994 0.53963
H 2.47951 0.14207 0.94515
H 2.68534 -0.11789 -0.79185
H 2.55780 -1.43983 0.35097
H 0.77708 1.41672 -0.95447

These are the natural (NBO) partial charges, in e, on atoms 1 to 2: C -0.11; C 0.70